--- P ---
DFT (ωB97M-V/def2-TZVPD) results for a molecular structure, C33H27F6NO2PSbSe4Tc.

Properties
* charge: +2
* HOMO-LUMO gap (spin up / spin down): 0.208 / 0.174 hartree
* spin multiplicity: 2

Positions of all 76 atoms, in Å:
1 Se -1.06 1.60 0.03
2 H -6.64 -2.97 -1.76
3 H 4.30 3.09 5.72
4 H 5.09 3.72 3.47
5 C 3.14 -1.70 -2.89
6 H -1.09 -0.76 -2.51
7 H 4.16 0.74 -0.04
8 N 1.29 -0.70 -1.07
9 H 2.07 -0.12 4.01
10 C 2.70 0.20 1.48
11 C -4.72 -3.83 -2.11
12 H 4.42 2.45 1.50
13 C 3.98 2.53 4.85
14 H -0.73 -2.33 -3.23
15 Sb -0.07 5.36 0.12
16 Se -0.57 4.26 -2.44
17 C -1.33 -2.40 -1.14
18 C 3.19 -1.24 1.67
19 C 3.53 -0.84 -1.88
20 H -1.61 -3.67 1.18
21 C 5.04 -2.78 1.65
22 H 4.55 -4.85 1.81
23 C 3.08 0.65 0.04
24 C 0.88 -1.49 -2.09
25 F -2.44 -1.79 2.14
26 C -1.04 -4.27 0.49
27 P -2.56 -0.51 3.13
28 H 5.24 -0.65 1.52
29 H -5.11 -4.74 -2.55
30 Se -0.15 2.07 -2.08
31 C 3.12 1.46 5.00
32 H 2.76 1.18 5.98
33 F -2.03 -1.37 4.34
34 C -2.83 -2.52 -1.39
35 H 1.26 -2.17 1.99
36 C 0.28 -5.87 -1.34
37 H 6.10 -2.95 1.57
38 F -2.78 0.37 1.74
39 H -5.72 -0.89 -0.79
40 C -3.69 -1.50 -1.00
41 C 0.04 -6.34 -0.06
42 C -0.12 -4.60 -1.71
43 F -4.08 -0.69 3.38
44 C 2.73 0.73 3.89
45 C -3.35 -3.68 -1.97
46 Se 2.06 4.44 0.56
47 C -0.78 -3.79 -0.79
48 H 4.56 -0.53 -1.80
49 C 4.04 2.16 2.47
50 C 4.17 -3.84 1.78
51 C 2.81 -3.61 1.89
52 H -0.85 -5.91 1.84
53 C 2.59 -0.34 -0.98
54 C -5.06 -1.67 -1.13
55 F -0.78 -0.31 2.67
56 O -1.06 -1.54 -0.11
57 H 1.44 -2.61 -3.83
58 C -5.57 -2.83 -1.68
59 H 3.86 -2.11 -3.58
60 H 2.63 1.64 -0.13
61 C 1.79 -2.00 -3.01
62 H 2.12 -4.43 2.02
63 Tc -0.03 -0.49 0.71
64 C 3.19 1.07 2.63
65 F -2.37 0.85 3.90
66 C 4.43 2.88 3.59
67 C -0.59 -1.73 -2.34
68 O 1.33 0.20 1.44
69 H 0.78 -6.50 -2.06
70 C 4.56 -1.48 1.60
71 H 0.05 -4.28 -2.72
72 H -3.30 -0.59 -0.57
73 H 0.35 -7.34 0.22
74 C 2.33 -2.31 1.84
75 C -0.63 -5.54 0.85
76 H -2.69 -4.47 -2.28

--- Q ---
DFT (ωB97M-V/def2-TZVPD) results for a molecular structure, C33H27F6NO2PSbSe4Tc.

Properties
* charge: +2
* HOMO-LUMO gap (spin up / spin down): 0.207 / 0.204 hartree
* spin multiplicity: 2

Positions of all 76 atoms, in Å:
1 C -3.56 -2.96 -0.07
2 C 4.63 -1.43 0.86
3 N -0.41 1.39 1.02
4 H -5.02 -0.06 0.94
5 C -4.69 -3.63 -0.49
6 C 0.69 2.10 1.43
7 H 2.34 4.65 -4.32
8 H 4.80 4.91 -4.22
9 C 2.98 2.69 -1.62
10 C -2.40 -0.96 0.87
11 H 4.94 2.32 -0.80
12 Se -3.85 -0.76 -3.15
13 H -2.59 -3.43 -0.15
14 H 1.85 -2.61 2.01
15 C -1.95 -2.61 2.70
16 Se -2.86 1.03 -3.90
17 H 6.09 3.75 -2.45
18 C -5.94 -3.03 -0.39
19 Sb -4.58 3.27 -2.72
20 H -1.52 -3.97 4.29
21 C 0.78 -2.61 2.21
22 C -1.44 -1.84 1.66
23 C 3.12 0.73 -0.04
24 C 3.47 -0.29 -0.92
25 H -4.61 -4.64 -0.88
26 C 0.92 2.35 2.77
27 C 0.04 1.89 3.73
28 H 4.65 -0.43 2.76
29 O 1.06 1.26 -1.21
30 C 4.37 2.83 -1.57
31 F 0.73 -1.96 -1.58
32 C 4.22 -1.37 -0.47
33 H 5.22 -2.28 1.21
34 C -1.10 1.24 3.32
35 C 1.64 2.76 0.46
36 C 3.54 0.67 1.29
37 C -3.66 -1.67 0.45
38 C 2.25 3.35 -2.61
39 H 3.17 -0.24 -1.96
40 Se -1.87 2.23 -1.98
41 F -0.29 -0.30 -2.86
42 H -6.83 -3.56 -0.70
43 H 1.09 3.54 -0.08
44 H -3.02 -2.62 2.90
45 H 1.18 3.24 -2.66
46 O -1.74 -0.47 -0.33
47 H 3.32 1.47 1.99
48 C -4.91 -1.06 0.53
49 C -0.07 -1.85 1.43
50 C 4.29 4.29 -3.49
51 Tc -0.48 0.51 -0.99
52 H -7.02 -1.26 0.20
53 Se -6.06 2.37 -1.22
54 H 0.23 2.06 4.78
55 F -1.37 -2.33 -2.19
56 H 0.92 -3.99 3.85
57 C 2.90 4.14 -3.55
58 F 0.28 -3.69 -3.10
59 C 5.01 3.64 -2.50
60 H 1.80 2.91 3.06
61 H 4.47 -2.17 -1.16
62 H -3.21 0.17 2.50
63 F 1.32 -1.73 -3.75
64 H -1.84 0.90 4.03
65 C 2.27 1.86 -0.58
66 F -0.83 -2.04 -4.35
67 H 2.44 3.26 1.01
68 C -6.05 -1.74 0.12
69 C -1.10 -3.37 3.49
70 C 4.31 -0.40 1.73
71 P 0.00 -2.17 -3.02
72 C -1.32 1.01 1.98
73 C 0.27 -3.38 3.25
74 C -2.63 0.36 1.61
75 H 0.38 -1.28 0.62
76 H -3.18 1.04 0.95

It comes down to Q, which is 13.0 kcal/mol more stable than the next structure.

--- P ---
DFT (ωB97M-V/def2-TZVPD) results for a single C5H12OS molecule.

Properties
* charge: 0
* SMILES: CSCCCCO
* HOMO-LUMO gap: 0.349 hartree

Positions of all 19 atoms, in Å:
1 C 1.14 -0.57 1.16
2 H -0.42 -0.07 2.46
3 O -1.85 1.91 -0.35
4 H -1.24 0.27 -1.37
5 H 1.16 0.23 -2.43
6 H 1.04 -1.47 1.76
7 H 1.95 -0.01 1.60
8 C -0.19 0.16 1.43
9 H -2.88 0.20 -0.79
10 H -0.15 1.25 1.49
11 C -1.87 0.49 -0.51
12 H -1.71 2.08 0.59
13 H -2.32 -0.46 1.34
14 C 1.49 0.41 -1.41
15 H 0.97 1.31 -1.08
16 H -1.28 -1.30 0.19
17 C -1.43 -0.35 0.71
18 H 2.55 0.68 -1.54
19 S 1.39 -1.15 -0.52

--- Q ---
DFT (ωB97M-V/def2-TZVPD) results for a single C5H12OS molecule.

Properties
* charge: 0
* SMILES: CSCCCCO
* HOMO-LUMO gap: 0.348 hartree

Positions of all 19 atoms, in Å:
1 C -0.88 0.50 0.77
2 H 2.37 1.35 1.57
3 H 2.99 1.60 -1.05
4 H 0.71 -0.13 2.10
5 H 1.37 0.39 -1.78
6 H -1.65 0.55 1.54
7 O 2.07 -0.16 -1.40
8 S -1.65 -0.58 -0.70
9 H -3.01 -2.50 0.11
10 H -0.68 1.56 0.51
11 H 3.54 0.36 0.10
12 H -3.73 -0.96 0.53
13 C 2.64 0.73 -0.33
14 H -2.21 -1.53 1.49
15 H 1.01 -0.65 0.48
16 H 1.21 2.32 0.59
17 C -2.79 -1.44 0.52
18 C 1.76 1.30 0.72
19 C 0.59 0.27 1.03

It comes down to P, which is 45.1 kcal/mol more stable than the next structure.

--- P ---
DFT (ωB97M-V/def2-TZVPD) results for 4 unconnected molecules or ions with the total composition C6H20O7.

Properties
* charge: 0
* SMILES: OCCO.OCCO.OCCO.O
* HOMO-LUMO gap: 0.359 hartree

Positions of all 33 atoms, in Å:
1 H -2.15 -0.47 2.62
2 H -0.17 -0.92 4.60
3 C 3.66 -2.23 -2.12
4 C -1.13 -0.47 2.91
5 O 0.71 1.53 -0.16
6 O -1.39 -0.80 -0.43
7 O 4.12 -1.71 -3.39
8 H 0.55 2.00 0.64
9 C -2.14 1.53 -1.06
10 H -3.52 -0.14 -0.68
11 H 1.97 0.38 -1.37
12 H -0.28 1.31 4.01
13 H -1.84 1.71 -0.03
14 C -0.35 0.91 2.99
15 O -0.80 2.02 2.15
16 H -1.72 -1.68 -0.18
17 H -2.58 -0.38 -1.98
18 H -1.29 1.66 -1.77
19 H 3.89 -0.80 -3.33
20 O -1.05 -0.97 4.20
21 H -3.38 3.02 -0.90
22 O -3.35 2.22 -1.43
23 H -1.69 2.23 2.49
24 H 3.65 -3.30 -2.23
25 H 1.97 -1.60 -1.04
26 H 0.68 0.79 2.75
27 O 2.30 -0.07 -2.18
28 H 4.54 -2.02 -1.50
29 H -0.71 -1.12 2.08
30 C 2.32 -1.48 -2.00
31 H 1.70 -2.11 -2.64
32 H -0.03 0.94 -0.04
33 C -2.50 0.02 -0.98

--- Q ---
DFT (ωB97M-V/def2-TZVPD) results for 4 unconnected molecules or ions with the total composition C6H20O7.

Properties
* charge: 0
* SMILES: OCCO.OCCO.OCCO.O
* HOMO-LUMO gap: 0.388 hartree

Positions of all 33 atoms, in Å:
1 O 2.50 -2.80 -2.00
2 H -4.39 0.77 -0.80
3 H 3.45 -0.51 0.28
4 C 0.85 -0.60 3.07
5 H 5.33 -1.83 0.15
6 H -2.95 1.55 -1.37
7 H -0.53 0.78 -1.22
8 H 0.65 1.38 3.76
9 H -0.16 1.12 2.23
10 C 2.57 -1.50 -1.42
11 H 1.13 -1.19 2.20
12 H -5.60 1.48 -2.91
13 H 2.64 1.20 2.62
14 H 1.68 -0.54 4.86
15 H -4.08 2.05 -3.57
16 O 1.94 -0.83 3.98
17 H -3.36 -0.22 -3.22
18 C -4.04 1.56 -1.47
19 H 1.56 -1.20 -1.15
20 O 1.87 1.34 2.07
21 C -4.52 1.33 -2.87
22 O -4.44 2.85 -0.99
23 H -0.08 -0.99 3.50
24 H 2.93 -0.79 -2.17
25 O 4.74 -1.91 -0.60
26 C 0.75 0.88 2.79
27 C 3.43 -1.49 -0.21
28 O -0.70 0.22 -0.46
29 H 3.40 -3.15 -1.98
30 O -4.30 -0.01 -3.29
31 H -0.05 0.50 0.19
32 H 3.03 -2.21 0.53
33 H -5.27 2.76 -0.53

It comes down to Q, which is 40.8 kcal/mol more stable than the next structure.

--- P ---
DFT (ωB97M-V/def2-TZVPD) results for a single C2H2ClF2NO molecule.

Properties
* charge: 0
* SMILES: O=CNC(F)(F)Cl
* HOMO-LUMO gap: 0.417 hartree

Positions of all 9 atoms, in Å:
1 N 0.73 0.42 -0.13
2 H -1.39 0.05 0.20
3 O -0.59 1.68 1.24
4 F 1.67 2.43 -0.33
5 C -0.51 0.74 0.46
6 C 1.83 1.22 0.24
7 F 2.03 1.52 1.51
8 H 1.13 -0.58 -0.42
9 Cl 3.26 0.37 -0.44

--- Q ---
DFT (ωB97M-V/def2-TZVPD) results for a molecular structure, C2H2ClF2NO.

Properties
* charge: 0
* HOMO-LUMO gap: 0.377 hartree

Positions of all 9 atoms, in Å:
1 C 0.81 0.81 0.98
2 F -1.27 0.62 -1.45
3 Cl 0.74 -0.88 -1.96
4 N -0.12 -0.12 0.79
5 H -0.32 -0.89 1.40
6 F -1.53 -1.46 -0.93
7 C -0.66 -0.48 -1.07
8 H 1.09 0.83 2.07
9 O 1.28 1.56 0.18

It comes down to P, which is 32.0 kcal/mol more stable than the next structure.

--- P ---
DFT (ωB97M-V/def2-TZVPD) results for 5 unconnected molecules or ions with the total composition C15H35N5O5.

Properties
* charge: 0
* SMILES: CN(C)C=O.CN(C)C=O.CN(C)C=O.CN(C)C=O.CN(C)C=O
* HOMO-LUMO gap: 0.344 hartree

Positions of all 60 atoms, in Å:
1 H -0.14 4.22 -0.10
2 C -3.29 -3.25 -1.87
3 N 0.86 5.89 0.79
4 H 1.72 -0.80 0.12
5 H -3.71 -3.42 -0.88
6 H 3.51 -3.31 -5.02
7 H 2.76 5.89 0.03
8 H -0.90 -0.39 4.03
9 H -1.91 0.27 5.39
10 H -1.80 0.64 1.36
11 C 0.88 1.17 5.38
12 C 3.71 -2.71 -4.13
13 C -1.33 0.50 4.50
14 H -4.54 -4.13 -4.06
15 H 3.77 -1.66 -4.40
16 H -2.29 -2.84 -1.79
17 H 0.20 4.03 1.67
18 H 1.87 -4.61 -2.02
19 H -0.49 1.43 -1.35
20 C 2.26 -4.37 -3.00
21 H -0.50 1.29 2.19
22 H 1.55 0.62 4.71
23 H 4.69 -3.03 -3.76
24 C -0.84 1.13 1.18
25 O 2.69 -0.92 -2.20
26 H 1.44 -4.53 -3.70
27 H -1.31 -0.07 -1.29
28 H 0.70 0.55 6.26
29 H 1.50 5.95 -1.19
30 H 1.37 2.09 5.73
31 C 0.30 6.68 1.74
32 H -3.89 -2.55 -2.45
33 O 1.39 -0.33 2.04
34 H -0.43 6.11 2.33
35 C -0.34 0.38 -1.07
36 H 1.80 -2.51 -1.34
37 C 1.79 6.34 -0.21
38 C 0.51 4.49 0.74
39 H -2.07 0.90 3.80
40 H 1.88 7.42 -0.31
41 H -3.96 -5.84 -4.11
42 H 0.28 3.46 4.65
43 C -2.15 -5.36 -2.19
44 N 0.02 0.33 0.33
45 H -2.20 -6.24 -2.86
46 N -0.36 1.55 4.71
47 O -1.48 3.24 3.66
48 O -1.36 -5.18 -1.29
49 O 0.58 7.85 1.88
50 N -3.16 -4.53 -2.55
51 H 3.04 -5.10 -3.21
52 H 0.47 0.01 -1.70
53 H 1.45 3.94 0.54
54 C -4.18 -4.98 -3.49
55 C 2.35 -2.09 -2.20
56 H -5.03 -5.30 -2.86
57 C 1.09 -0.29 0.87
58 C -0.55 2.81 4.32
59 N 2.70 -3.00 -3.13
60 H -0.98 2.13 0.77

--- Q ---
DFT (ωB97M-V/def2-TZVPD) results for 5 unconnected molecules or ions with the total composition C15H35N5O5.

Properties
* charge: 0
* SMILES: CNC(C)=O.CNC(C)=O.CNC(C)=O.CNC(C)=O.CNC(C)=O
* HOMO-LUMO gap: 0.330 hartree

Positions of all 60 atoms, in Å:
1 C -0.80 -1.56 1.30
2 H 0.49 0.99 0.60
3 H 0.16 2.16 -3.60
4 H -1.05 0.82 1.13
5 O -5.55 0.40 3.55
6 N -1.97 -0.03 -1.72
7 C 0.91 1.95 -2.87
8 C -0.06 -1.57 -2.38
9 H 4.90 3.72 -4.15
10 H -2.78 -1.68 4.99
11 C 3.50 -0.24 0.89
12 N 0.02 -0.70 1.57
13 H 2.85 -1.49 3.26
14 H -4.35 -1.32 4.94
15 H -2.84 -1.01 2.55
16 C 3.35 -2.13 2.47
17 H 4.20 4.34 -2.69
18 H 2.79 -2.09 0.42
19 C -4.61 0.75 1.50
20 N -3.62 -0.76 3.16
21 H 1.04 -0.93 1.76
22 H 2.27 3.23 -1.73
23 O -1.26 0.02 -3.84
24 H -3.65 0.75 -2.57
25 H -3.21 1.45 -0.97
26 C -1.13 -0.46 -2.69
27 H 0.52 -1.36 -1.50
28 C -0.32 -3.06 1.19
29 H 4.75 2.72 -2.67
30 O 2.85 2.16 -4.72
31 H -4.06 0.08 0.81
32 H -0.65 -3.37 0.07
33 H 1.06 0.87 -3.21
34 C 4.34 3.50 -3.29
35 C -0.14 0.68 1.46
36 H 0.35 2.16 -1.96
37 H 4.36 -2.24 2.84
38 H 4.23 0.79 -0.86
39 N 2.12 2.60 -2.64
40 H -0.26 -2.58 -2.26
41 C 3.08 2.68 -3.59
42 H 0.68 -3.33 1.43
43 N 3.10 -1.45 1.15
44 H 2.71 -0.21 -1.06
45 O -1.98 -1.24 0.93
46 H -2.52 1.90 -2.48
47 H -0.93 -3.54 1.93
48 H -3.65 -2.69 3.69
49 H 0.79 -1.49 -3.12
50 H 3.01 -3.05 2.47
51 H 2.79 1.24 -0.70
52 H -0.12 1.15 2.28
53 C -3.52 -1.74 4.34
54 H -5.70 0.94 1.18
55 C 3.38 0.31 -0.45
56 C -3.01 1.04 -1.89
57 H -1.81 -0.33 -0.68
58 O 3.80 0.48 1.92
59 H -4.28 1.71 1.70
60 C -4.60 0.07 2.83

--- R ---
DFT (ωB97M-V/def2-TZVPD) results for 5 unconnected molecules or ions with the total composition C15H35N5O5.

Properties
* charge: 0
* SMILES: CN(C)C=O.CN(C)C=O.CN(C)C=O.CN(C)C=O.CN(C)C=O
* HOMO-LUMO gap: 0.334 hartree

Positions of all 60 atoms, in Å:
1 H -26.86 19.86 -5.12
2 H -25.24 23.59 3.67
3 H -24.80 23.32 1.16
4 C -24.10 22.95 0.40
5 C -19.43 25.39 2.45
6 H -19.01 16.94 2.40
7 H -23.64 23.85 0.01
8 H -17.79 27.23 1.62
9 H -21.76 19.22 3.49
10 N -23.16 22.08 1.06
11 H -22.99 20.17 2.00
12 C -17.78 24.03 1.22
13 H -22.29 25.58 3.40
14 H -23.82 26.23 3.09
15 O -18.70 20.76 2.97
16 H -24.75 22.52 -0.36
17 N -18.24 25.24 1.57
18 C -20.83 19.32 4.05
19 H -22.15 25.48 5.52
20 C -21.82 22.21 0.90
21 H -24.44 21.23 -3.36
22 H -18.22 23.28 1.91
23 H -24.22 21.18 2.63
24 C -23.75 20.89 1.70
25 N -19.73 18.75 3.33
26 H -23.45 24.56 2.53
27 H -20.64 20.39 4.15
28 H -25.98 22.15 -3.84
29 H -18.64 26.65 0.13
30 O -23.62 24.97 6.85
31 N -26.07 20.14 -3.17
32 C -18.74 19.54 2.85
33 H -19.41 24.60 3.20
34 C -19.83 17.33 3.01
35 H -19.82 16.78 3.95
36 H -25.28 19.14 -4.97
37 H -26.62 18.41 -4.17
38 C -23.33 25.28 3.34
39 H -16.95 26.41 0.26
40 H -17.97 18.90 2.39
41 C -26.19 19.38 -4.41
42 H -20.33 25.25 1.86
43 C -23.16 25.09 5.74
44 H -19.36 26.39 2.87
45 C -26.45 19.51 -2.03
46 C -25.18 24.23 4.54
47 O -21.30 23.17 0.35
48 H -21.22 21.37 1.28
49 H -25.44 23.73 5.47
50 H -26.85 18.50 -2.16
51 H -20.95 18.94 5.07
52 H -25.52 21.94 -2.19
53 H -20.77 17.11 2.49
54 C -17.86 26.45 0.86
55 H -24.35 20.37 0.96
56 N -23.82 24.80 4.59
57 O -26.32 19.95 -0.90
58 C -25.49 21.45 -3.16
59 H -25.95 24.98 4.36
60 O -16.97 23.80 0.35

It comes down to P, which is 6.3 kcal/mol more stable than the next structure.

--- P ---
DFT (ωB97M-V/def2-TZVPD) results for a single C4H10N4O molecule.

Properties
* charge: 0
* SMILES: [H]/N=C(/NO)[C@H](N)[C@H]1CN1
* HOMO-LUMO gap: 0.358 hartree

Positions of all 19 atoms, in Å:
1 C 0.80 0.91 0.65
2 C -0.02 -0.37 0.94
3 H -1.29 1.51 -0.87
4 H -2.82 0.46 -1.11
5 H -1.67 -1.20 -1.86
6 C -1.20 -0.54 0.01
7 H -0.43 -0.32 1.94
8 N -1.01 -0.61 -1.43
9 N 1.44 0.95 -0.58
10 H 0.56 1.59 2.31
11 C -1.77 0.54 -0.85
12 O 1.74 -0.22 -1.32
13 H -1.96 -1.21 0.43
14 N 0.79 -1.58 0.91
15 H 1.37 -1.60 1.74
16 H 1.34 -1.57 0.05
17 H 2.21 1.65 -0.59
18 H 0.93 -0.30 -1.80
19 N 1.00 1.91 1.43

--- Q ---
DFT (ωB97M-V/def2-TZVPD) results for a single C4H10N4O molecule.

Properties
* charge: 0
* SMILES: C=NC/C(=N/N)N(C)O
* HOMO-LUMO gap: 0.265 hartree

Positions of all 19 atoms, in Å:
1 N 2.06 -0.63 -0.32
2 N -0.33 -1.53 -0.51
3 H 3.05 0.40 -1.73
4 H 1.21 0.70 -1.68
5 C 2.09 0.24 -1.22
6 O 0.18 1.77 0.90
7 H -1.73 0.61 2.09
8 N -1.24 -1.23 -1.44
9 N -0.58 0.70 0.32
10 H 0.48 2.30 0.15
11 H 1.46 0.00 1.93
12 H 1.44 -1.83 1.42
13 H -2.40 -0.23 0.63
14 C 1.24 -0.78 1.21
15 C 0.11 -0.55 0.33
16 H -2.44 1.54 0.74
17 H -1.48 -0.25 -1.60
18 C -1.87 0.65 1.00
19 H -1.25 -1.88 -2.22

It comes down to P, which is 90.4 kcal/mol more stable than the next structure.